49
Properties=species:S:1:pos:R:3:forces:R:3:mulliken_charge:R:1 method="wB97M-V/def2-TZVPD" orbital_gap_ev=9.41 homo_energy_ha=-0.322 smiles="CCOC(CNC(=O)c1ccc2c(c1)ncn2-c1cccc(F)c1)OCC" de_lowest_ev=1.439 total_energy_ev=-34428.02262 lumo_ev=0.636
C -3.526822 -2.431964 2.129198 -0.07 0.42 -0.16 -1.26
C -4.018358 -1.018668 1.870029 -0.09 -0.08 0.21 -0.20
H -5.113020 -0.968954 1.937006 0.13 0.01 0.02 0.25
O -3.598276 -0.630209 0.572141 0.05 -0.06 -0.14 -0.24
C -4.044255 0.630049 0.175633 0.36 0.39 -0.05 0.24
O -5.434171 0.704901 0.035123 -0.14 -0.02 0.03 -0.42
C -6.001961 -0.181563 -0.926878 -0.12 -0.13 -0.09 -0.20
C -7.467360 -0.391134 -0.579576 0.45 0.15 -0.03 -1.33
H -7.982788 0.565144 -0.566761 -0.11 0.07 -0.01 0.32
H -7.562069 -0.846821 0.402533 -0.03 -0.06 0.09 0.30
H -7.931172 -1.038203 -1.318786 -0.09 -0.06 -0.07 0.39
H -5.460078 -1.133977 -0.909964 -0.06 0.09 -0.06 0.33
H -5.911267 0.258140 -1.929036 0.03 -0.09 0.08 0.32
C -3.287548 0.999688 -1.113147 -0.41 -0.18 0.14 -1.16
N -1.877281 1.142455 -0.872639 -0.14 0.20 0.23 -0.04
C -0.966827 0.320674 -1.456979 -0.02 0.26 0.06 0.50
O -1.267655 -0.493563 -2.306569 0.02 -0.26 -0.10 -0.66
C 0.442013 0.515746 -1.002341 0.24 0.02 0.01 0.63
C 0.916977 1.733196 -0.540489 0.05 -0.23 -0.03 -0.85
C 2.254347 1.809582 -0.176776 0.43 -0.69 -0.11 0.24
N 2.969822 2.872471 0.320469 -0.06 0.58 0.19 -0.73
C 4.165396 2.424224 0.510845 -0.06 0.19 -0.02 -0.15
N 4.334587 1.107313 0.161952 -0.34 0.19 -0.02 0.08
C 3.102463 0.681507 -0.288902 -0.68 0.33 -0.05 0.32
C 2.620970 -0.540632 -0.734632 0.05 -0.14 -0.02 -0.52
C 1.292213 -0.596917 -1.094693 -0.03 -0.02 -0.02 -0.99
H 0.867731 -1.516726 -1.466443 -0.02 -0.07 -0.04 0.48
H 3.250175 -1.415265 -0.792743 0.02 -0.09 -0.02 0.59
C 5.533291 0.389677 0.216667 0.71 -0.37 0.09 0.27
C 5.884731 -0.462164 -0.825687 0.04 -0.02 0.02 -0.40
C 7.081017 -1.148351 -0.742055 -0.02 0.07 0.16 0.20
C 7.941407 -1.009016 0.332209 -0.02 -0.09 -0.18 -0.54
C 7.582381 -0.148024 1.355069 -0.02 0.00 -0.13 -0.50
C 6.387649 0.546359 1.305559 -0.20 0.08 -0.04 -0.70
H 6.106195 1.203090 2.114177 -0.05 0.03 0.09 0.49
H 8.238354 -0.022419 2.202334 0.05 0.01 0.07 0.38
H 8.866188 -1.561965 0.355311 0.09 -0.08 -0.02 0.45
F 7.420555 -1.973314 -1.749985 -0.04 0.08 0.08 -0.31
H 5.256129 -0.575262 -1.694081 -0.05 -0.01 -0.10 0.69
H 4.979081 3.018929 0.878950 0.26 0.03 0.07 0.45
H 0.300928 2.616420 -0.483149 -0.09 0.11 0.00 0.54
H -1.596598 1.706175 -0.086561 0.10 -0.11 -0.07 0.26
H -3.710704 1.929910 -1.508020 -0.03 -0.14 0.01 0.32
H -3.394689 0.197642 -1.847053 -0.08 0.15 0.03 0.46
H -3.825303 1.379004 0.961645 0.00 -0.19 -0.12 0.40
H -3.600048 -0.318659 2.610408 -0.08 -0.06 -0.07 0.29
H -3.951987 -3.112777 1.397198 -0.05 -0.11 -0.04 0.30
H -3.819949 -2.748375 3.126375 -0.01 -0.07 0.10 0.41
H -2.444416 -2.467368 2.043128 0.12 -0.05 0.03 0.30



47
Properties=species:S:1:pos:R:3:forces:R:3:mulliken_charge:R:1 method="wB97M-V/def2-TZVPD" orbital_gap_ev=7.03 homo_energy_ha=-0.288 de_lowest_ev=1.758 total_energy_ev=-32343.82802 lumo_ev=-0.798
C 1.994631 -1.054374 1.747199 -2.12 -0.49 0.11 -0.80
C 2.643935 -0.262358 0.593826 1.31 -0.28 -2.00 -0.84
H 1.077897 -0.677056 2.193006 0.11 0.44 0.22 0.06
H 2.738983 -1.151708 2.573125 -0.47 -0.07 -0.89 0.29
H 1.672361 -2.049141 1.320601 0.64 0.72 0.82 0.35
H 2.541938 0.258710 -0.469404 -2.01 -0.56 2.29 0.31
H 3.376657 0.422540 0.989277 0.82 -0.44 0.24 0.35
H 2.928843 -1.215931 0.164241 2.29 0.28 -0.62 0.26
C -2.755618 -0.112200 1.706521 -1.25 0.37 -1.06 -0.31
C -4.124583 -0.113153 1.986189 0.13 0.00 -0.39 -0.71
C -5.005395 0.258477 0.965671 0.29 -0.13 -0.10 -0.42
C -4.502166 0.636993 -0.283994 0.36 -0.18 -0.22 -0.87
H -2.032741 -0.332345 2.486082 0.17 -0.07 -0.34 0.44
H -4.468636 -0.434375 2.963396 -0.08 0.18 -0.12 0.39
H -6.084189 0.219354 1.132317 0.36 0.15 -0.06 0.41
H -5.142818 0.924805 -1.099356 -0.43 0.07 0.11 0.36
N -2.333198 0.180253 0.471016 -0.27 0.85 0.41 0.02
C -3.125308 0.582903 -0.542828 -0.81 -0.61 2.01 0.44
C -2.510072 0.917087 -1.850591 1.71 0.28 -1.94 0.46
N -1.164410 0.825932 -1.977356 -0.50 1.05 -0.30 -0.10
C -0.462564 1.098048 -3.081032 -1.69 0.20 -0.13 -0.34
C -2.530359 1.538897 -4.199571 0.19 -0.05 -0.17 -0.45
C -1.137982 1.450727 -4.247079 -0.10 -0.18 0.28 -0.64
H 0.624001 1.056722 -3.055802 -0.20 -0.18 0.27 0.46
H -0.565427 1.614723 -5.148717 -0.18 0.12 -0.11 0.41
C -3.200713 1.298896 -3.003915 -0.69 -0.28 0.57 -0.69
H -4.282499 1.353838 -2.924579 0.12 0.14 -0.42 0.36
H -3.089492 1.772758 -5.112590 0.18 -0.02 0.48 0.39
Hg -0.143502 0.044369 -0.171562 2.01 -0.68 1.09 1.80
C -0.429469 -1.993289 -0.932916 0.48 0.36 0.52 -1.32
H -0.143562 -2.033697 -1.976287 0.17 -0.03 -0.19 0.33
H -1.481581 -2.255029 -0.850961 -0.10 0.07 0.11 0.32
H 0.168767 -2.680621 -0.348923 0.02 -0.34 -0.09 0.32
O 1.477903 1.707232 2.446369 -0.61 0.30 -0.80 -0.65
C 1.035918 2.496846 1.597093 0.12 -0.63 0.48 0.62
O 0.364533 2.214284 0.528852 0.09 -0.65 0.10 -1.00
C 1.293254 3.960092 1.844380 0.02 1.17 0.78 0.14
C 1.814169 4.348234 3.111707 -0.15 0.23 -0.71 -0.30
C 2.069170 5.700202 3.399940 -0.43 -0.99 -0.51 -0.56
C 1.777809 6.671739 2.437785 -0.02 -0.61 -0.34 -0.32
C 1.253640 6.310046 1.189423 -0.19 -0.65 0.16 -0.54
C 0.974735 4.955089 0.908790 0.55 0.41 0.78 -0.26
H 1.988907 3.566284 3.856724 0.04 0.30 -0.38 0.36
H 2.476386 5.941472 4.377890 -0.09 0.21 -0.19 0.37
H 1.959350 7.702070 2.666488 0.10 0.45 0.01 0.39
H 1.033509 7.060069 0.421513 0.08 -0.19 0.44 0.35
H 0.506807 4.666145 -0.017678 0.05 -0.06 -0.18 0.36



48
Properties=species:S:1:pos:R:3:forces:R:3:mulliken_charge:R:1 method="wB97M-V/def2-TZVPD" orbital_gap_ev=6.50 homo_energy_ha=-0.132 de_lowest_ev=0.138 total_energy_ev=-102275.11942 lumo_ev=2.915 charge=-1
Pd 0.548475 0.382773 -1.590993 0.10 0.04 0.01 -0.08
C 0.467878 0.782825 3.676337 -0.10 -0.04 -0.03 -0.46
C 1.575622 0.177662 3.067568 -0.04 0.01 0.07 -0.36
N 1.494305 -0.837637 2.240201 0.01 -0.09 -0.08 -0.45
C 0.273503 -1.319389 1.935079 0.02 0.06 0.05 -0.12
C -0.901407 -0.798206 2.505492 -0.05 0.03 0.03 1.43
C -0.776357 0.278317 3.396875 0.09 0.01 0.00 -0.74
C -2.185415 -1.334362 2.153284 0.03 -0.03 -0.03 -0.80
C -2.291164 -2.309053 1.233269 0.03 0.03 0.02 -0.94
C -1.121979 -2.844387 0.596536 -0.10 -0.04 -0.04 1.61
C -1.214118 -3.808405 -0.420009 0.10 0.01 0.01 -0.72
C -0.066107 -4.284251 -0.999878 -0.09 0.04 0.05 -0.63
C 1.161754 -3.801710 -0.525737 -0.09 -0.09 -0.07 -0.29
N 1.276764 -2.901038 0.418670 0.23 0.02 0.05 -0.41
C 0.158818 -2.393923 0.958213 -0.07 0.05 0.06 -0.09
H 0.601012 1.630318 4.335385 0.00 0.00 0.00 0.37
H 2.575136 0.549244 3.276996 0.00 0.00 -0.01 0.40
H -1.669289 0.711654 3.832912 0.00 0.00 0.00 0.37
H -3.067211 -0.896849 2.605503 0.00 0.00 0.00 0.33
H -3.260532 -2.677927 0.921069 0.00 0.01 0.00 0.28
H -2.191170 -4.146776 -0.744514 0.00 0.00 0.00 0.37
H -0.093628 -5.008077 -1.803412 0.00 0.00 0.00 0.38
H 2.086961 -4.173575 -0.956019 0.01 0.01 0.01 0.38
C -3.638786 3.199321 -0.420472 -0.02 -0.01 -0.01 -1.12
Si -1.882587 2.589522 -0.767930 0.09 -0.14 0.00 0.57
C -0.851404 3.056245 0.743000 -0.02 0.06 -0.02 -0.67
C -1.247340 3.623891 -2.208745 0.02 0.05 0.01 -0.92
Se -1.883653 0.388701 -1.159555 -0.08 0.05 -0.03 -0.62
H -3.654500 4.277371 -0.230616 0.00 0.00 0.01 0.33
H -4.063630 2.689333 0.447252 0.01 -0.01 0.00 0.27
H -4.284861 2.992140 -1.276833 0.00 0.00 0.01 0.27
H -0.873901 4.136550 0.925971 0.01 -0.01 0.00 0.41
H 0.183907 2.740946 0.594699 0.00 0.00 0.00 0.06
H -1.226983 2.548074 1.633549 0.00 -0.01 0.00 0.06
H -1.314268 4.694749 -1.985530 0.00 -0.01 -0.01 0.32
H -1.820761 3.420008 -3.115333 -0.01 -0.01 0.01 0.27
H -0.204538 3.372439 -2.413017 0.00 -0.01 0.00 0.15
C 3.176790 -0.555737 -0.718505 0.03 -0.08 0.01 0.09
C 2.642057 0.641568 -1.242159 -0.05 0.06 0.01 -0.85
C 2.408753 0.698892 -2.639857 0.01 -0.08 -0.04 -0.21
N 2.736120 -0.332254 -3.483254 0.03 0.15 -0.08 -0.62
C 3.267953 -1.405146 -2.953222 0.01 -0.05 0.12 -0.28
C 3.511717 -1.571421 -1.576481 -0.04 0.02 -0.05 -0.45
H 3.316187 -0.671748 0.348518 -0.01 0.03 0.01 0.28
H 2.623526 1.542558 -0.637791 0.02 -0.02 0.02 0.52
H 2.236757 1.650752 -3.130829 -0.06 -0.01 -0.03 0.42
H 3.526262 -2.208341 -3.640632 -0.01 0.02 -0.02 0.34
H 3.935315 -2.495646 -1.205052 -0.01 -0.01 0.00 0.55



47
Properties=species:S:1:pos:R:3:forces:R:3:mulliken_charge:R:1 method="wB97M-V/def2-TZVPD" orbital_gap_ev=8.18 homo_energy_ha=-0.282 smiles="Cc1ccc2[nH]cc(C(=O)CN3CCN(c4ccccn4)CC3)c2c1" de_lowest_ev=1.446 total_energy_ev=-29105.15526 lumo_ev=0.517
C -3.706251 -3.402492 -1.603223 0.00 -0.03 0.03 -1.58
C -3.569105 -2.308724 -0.587010 0.08 0.08 -0.11 0.84
C -2.943344 -1.120021 -0.907528 -0.10 -0.19 0.02 -0.42
C -2.837077 -0.131594 0.066826 -0.10 0.10 0.46 0.74
C -3.357276 -0.358500 1.357190 0.05 -0.35 -0.67 -0.73
C -3.988113 -1.549809 1.687560 -0.04 -0.05 0.08 -1.08
C -4.084225 -2.508464 0.702975 0.00 0.10 0.13 -0.61
H -4.569658 -3.447766 0.925434 -0.06 -0.09 0.05 0.43
H -4.386364 -1.718208 2.677349 -0.05 -0.05 0.09 0.37
N -3.106371 0.761682 2.110245 -0.04 0.20 0.38 0.03
C -2.446297 1.673462 1.356590 0.12 0.16 -0.37 -0.62
C -2.246727 1.182234 0.083125 -0.31 -0.26 0.25 0.50
C -1.603652 1.822878 -1.052171 0.15 0.50 0.07 0.74
O -1.690962 1.381404 -2.185236 -0.04 -0.05 0.08 -0.66
C -0.706824 3.028869 -0.775616 0.16 0.03 -0.34 -1.10
N 0.664121 2.625669 -0.487476 -0.13 0.05 0.17 0.11
C 0.869290 2.121655 0.857225 0.14 -0.02 0.24 -0.56
C 2.267044 1.529423 0.995409 0.00 0.14 0.21 -1.26
N 2.396195 0.379693 0.129192 -0.19 0.18 0.04 0.18
C 3.469902 -0.451636 0.182759 0.22 -0.30 0.04 0.82
N 3.499357 -1.437790 -0.720861 -0.24 0.14 -0.03 -0.35
C 4.501313 -2.296654 -0.698319 0.24 -0.12 0.06 -0.41
C 5.539183 -2.250291 0.213207 0.10 -0.01 0.07 -0.48
C 5.521171 -1.223059 1.150581 -0.07 -0.09 -0.14 -0.54
C 4.490017 -0.310914 1.144118 -0.03 0.12 0.04 -0.58
H 4.477920 0.497556 1.856448 -0.02 0.08 0.05 0.29
H 6.315691 -1.133900 1.878645 0.03 0.02 0.04 0.40
H 6.333477 -2.978926 0.193109 0.05 -0.08 -0.03 0.37
H 4.458687 -3.064444 -1.461247 0.09 -0.10 -0.02 0.39
C 1.503274 0.352632 -1.011188 -0.22 0.08 -0.40 -0.39
H 0.544596 -0.105240 -0.735424 0.03 -0.04 -0.11 0.04
C 1.277804 1.779074 -1.506053 0.29 -0.14 -0.21 -0.91
H 2.245763 2.219951 -1.775814 -0.03 -0.14 -0.10 0.32
H 0.651331 1.759455 -2.398129 0.07 0.01 0.04 0.42
H 1.964223 -0.263751 -1.783351 -0.18 0.12 0.06 0.50
H 2.414672 1.223001 2.036387 0.01 0.09 -0.06 0.67
H 3.013544 2.299162 0.750152 0.00 -0.01 0.09 0.39
H 0.765583 2.963717 1.550993 0.01 -0.12 0.07 0.38
H 0.137043 1.351060 1.148212 0.15 0.08 0.01 0.31
H -1.068659 3.629974 0.058640 -0.05 0.05 0.01 0.54
H -0.678753 3.648411 -1.676831 -0.19 -0.04 0.09 0.41
H -2.178918 2.626506 1.772342 0.07 0.13 0.07 0.40
H -3.386903 0.890474 3.068440 0.06 0.02 -0.13 0.18
H -2.543803 -0.943060 -1.893451 0.01 -0.01 -0.10 0.49
H -3.176314 -4.295393 -1.272718 0.02 -0.09 -0.05 0.34
H -3.298851 -3.092433 -2.561448 0.01 -0.03 -0.09 0.34
H -4.753940 -3.668459 -1.738187 -0.05 -0.06 -0.07 0.36



50
Properties=species:S:1:pos:R:3:forces:R:3:mulliken_charge:R:1 method="wB97M-V/def2-TZVPD" orbital_gap_ev=8.53 homo_energy_ha=-0.320 smiles="COCCN(C(=O)CCc1ccc(OC)cc1)c1nnc(-c2ccncc2)s1" de_lowest_ev=4.147 total_energy_ev=-44034.36859 lumo_ev=-0.172
C 1.510947 2.063355 -2.707048 -0.05 0.08 -0.08 -0.80
H 2.318711 2.328761 -3.398478 0.01 0.02 0.02 0.33
O 1.828781 0.892329 -1.989261 0.04 -0.05 0.19 -0.18
C 2.170399 -0.213539 -2.788055 -0.07 -0.27 -0.21 -0.52
C 0.957594 -0.920920 -3.410695 0.52 0.24 -0.10 -1.14
N 0.061219 -1.383716 -2.354290 0.44 -0.22 -0.51 0.32
C -0.704165 -0.393657 -1.794742 -0.74 0.39 1.37 -0.14
N -1.282699 0.522578 -2.507564 0.61 -1.19 -1.07 -0.57
N -1.884622 1.453747 -1.800859 -0.73 1.30 0.63 -0.48
C -1.789748 1.302036 -0.521813 0.70 -1.08 0.03 0.22
C -2.357396 2.199560 0.458382 -0.41 0.58 0.54 0.90
C -3.164626 3.265321 0.054426 0.16 -0.21 0.16 -0.55
C -3.676017 4.103881 1.029289 -0.01 -0.02 -0.33 -0.38
N -3.441705 3.951889 2.322493 -0.18 0.31 0.40 -0.62
C -2.676003 2.943500 2.702959 0.15 -0.22 0.07 -0.48
C -2.108297 2.039079 1.821586 -0.12 0.12 -0.32 -0.23
H -1.483060 1.233690 2.177737 0.08 -0.06 0.12 0.20
H -2.508469 2.859014 3.768482 0.07 -0.09 0.08 0.40
H -4.306783 4.942696 0.765968 -0.04 0.04 -0.12 0.38
H -3.371517 3.413066 -0.992641 -0.04 0.05 -0.10 0.46
S -0.873178 -0.127289 -0.066445 -0.35 0.70 -1.01 0.54
C 0.196181 -2.693122 -1.939482 -0.42 0.13 0.01 0.29
O 1.079611 -3.382300 -2.400237 0.19 -0.24 0.08 -0.64
C -0.831583 -3.259429 -0.987895 0.07 -0.34 0.18 -0.51
H -1.315118 -4.079014 -1.526693 0.01 0.10 -0.08 0.43
H -1.592646 -2.533259 -0.708790 -0.02 -0.11 -0.05 0.45
C -0.144005 -3.837286 0.264400 -0.07 0.10 -0.15 -1.33
C 0.351999 -2.730177 1.149158 0.06 -0.21 0.05 -0.07
C -0.395378 -2.298186 2.239698 0.17 0.01 0.04 -0.06
C 0.005073 -1.209700 2.984979 0.08 0.14 0.05 -0.53
C 1.167410 -0.513183 2.650568 -0.05 -0.04 -0.01 0.81
C 1.939991 -0.959957 1.583950 0.15 0.31 0.22 -0.55
C 1.529909 -2.060079 0.851048 -0.13 -0.11 0.05 -0.30
H 2.137171 -2.397401 0.023545 0.09 -0.05 -0.10 0.48
H 2.851892 -0.455966 1.306389 0.08 0.08 0.00 0.38
O 1.446731 0.577666 3.417703 -0.31 -0.31 0.02 -0.47
C 2.583719 1.344182 3.103008 0.23 0.17 -0.07 -0.87
H 2.531113 1.739514 2.083317 0.01 -0.03 0.03 0.32
H 3.504855 0.764509 3.221541 -0.04 0.02 -0.02 0.34
H 2.586239 2.171490 3.811010 0.05 -0.05 -0.07 0.25
H -0.573499 -0.868413 3.829531 -0.07 0.04 0.11 0.41
H -1.308400 -2.813736 2.500647 -0.11 -0.06 0.02 0.35
H -0.860138 -4.456469 0.806325 0.05 -0.03 -0.02 0.46
H 0.685350 -4.465975 -0.064926 -0.08 -0.06 0.03 0.43
H 1.295683 -1.795477 -3.967691 -0.06 0.17 0.02 0.49
H 0.396526 -0.249967 -4.061528 0.06 -0.10 0.02 0.50
H 2.680143 -0.910394 -2.117359 0.01 -0.01 -0.14 0.33
H 2.861623 0.083738 -3.588917 0.01 -0.02 0.04 0.40
H 0.575784 1.961232 -3.267262 0.05 0.02 0.02 0.36
H 1.394399 2.851776 -1.965468 -0.02 0.05 -0.08 0.20